(1)
The following is a DFT calculation (ωB97M-V/def2-TZVPD) of a cluster of 19 separate species, C43H126F3N18O27S in total in a non-equilibrium geometry.

Each line ends with the Mulliken charge.
Element x y z (Å)
C: 16.342 17.257 13.716  -0.229
F: 17.071 16.311 13.018  0.117
F: 17.138 18.299 13.922  0.059
F: 15.335 17.602 12.931  0.313
S: 15.656 16.462 15.178  0.880
O: 14.753 15.462 14.626  -0.237
O: 16.846 15.844 15.778  -0.117
O: 15.068 17.418 16.034  0.092
C: 22.847 16.903 18.041  -0.579
C: 22.342 15.434 17.970  -0.577
O: 21.078 15.272 17.337  -0.290
O: 23.240 17.424 16.819  -0.495
H: 23.742 16.816 18.660  0.470
H: 22.102 17.457 18.610  0.270
H: 22.353 14.961 18.968  0.428
H: 23.100 14.881 17.387  0.297
H: 20.412 15.318 18.015  0.143
H: 22.410 17.549 16.315  0.072
C: 12.808 12.596 15.529  1.573
C: 11.744 11.554 15.648  -0.778
O: 11.418 11.213 17.010  -0.602
O: 13.953 12.037 16.291  -0.725
H: 12.549 13.583 15.878  -0.429
H: 13.035 12.591 14.467  -0.258
H: 12.190 10.646 15.154  0.337
H: 10.826 11.901 15.098  0.326
H: 12.305 10.928 17.316  0.348
H: 14.736 12.588 16.083  0.082
C: 17.365 16.641 20.893  -0.740
C: 17.988 16.483 19.463  0.659
O: 18.998 15.467 19.288  -0.692
O: 16.001 16.647 20.814  -0.619
H: 17.557 17.666 21.260  0.360
H: 17.790 15.946 21.700  0.218
H: 18.495 17.362 19.172  0.693
H: 17.197 16.384 18.736  -0.729
H: 18.681 14.593 19.541  0.237
H: 15.724 15.839 20.374  0.326
C: 11.710 18.272 9.950  1.657
C: 12.033 19.703 9.384  -0.785
O: 12.381 19.623 8.017  -0.486
O: 10.704 17.771 9.102  -0.667
H: 11.466 18.399 11.031  -0.664
H: 12.595 17.589 9.925  -0.311
H: 12.856 20.114 9.899  0.179
H: 11.147 20.313 9.674  0.345
H: 11.824 18.958 7.582  0.336
H: 10.901 16.842 9.078  0.320
C: 17.191 13.262 17.317  -0.450
C: 16.189 13.894 18.343  0.303
O: 16.789 13.924 19.577  -0.515
O: 16.645 13.272 16.002  -0.254
H: 17.374 12.211 17.510  0.537
H: 18.193 13.811 17.400  -0.198
H: 15.274 13.288 18.326  0.657
H: 15.970 14.892 18.090  -0.543
H: 16.395 13.348 20.247  0.290
H: 16.563 14.233 15.719  0.041
C: 23.581 16.242 12.384  -1.035
C: 22.588 15.992 13.530  0.084
O: 21.332 16.612 13.370  -0.016
O: 23.785 17.591 12.102  -0.465
H: 23.296 15.757 11.469  0.449
H: 24.605 15.816 12.703  0.328
H: 22.933 16.274 14.507  0.322
H: 22.462 14.900 13.643  0.233
H: 21.257 17.234 14.115  -0.174
H: 24.129 18.040 12.891  0.357
C: 14.876 13.900 11.936  -0.293
O: 13.812 13.295 12.019  -0.315
N: 14.844 15.092 11.251  0.793
N: 16.088 13.394 12.244  0.356
H: 15.671 15.534 10.874  -0.249
H: 13.971 15.133 10.777  -0.129
H: 16.043 12.556 12.821  0.204
H: 16.885 14.052 12.276  -0.659
C: 15.197 20.340 19.340  0.249
O: 15.299 20.737 20.482  -0.735
N: 15.450 19.043 18.937  0.072
N: 14.834 21.260 18.377  -0.119
H: 15.626 18.359 19.650  0.308
H: 15.203 18.750 18.041  -0.054
H: 15.057 22.257 18.722  0.264
H: 15.377 21.243 17.495  -0.029
C: 15.330 9.524 10.982  0.530
O: 16.080 8.595 11.118  -0.667
N: 15.272 10.233 9.822  -0.342
N: 14.576 9.990 11.986  -0.391
H: 14.466 10.852 9.686  0.182
H: 15.632 9.727 9.016  0.234
H: 14.284 10.979 12.131  0.121
H: 14.764 9.587 12.888  0.223
C: 19.898 18.481 15.871  0.263
O: 21.056 18.594 15.446  -0.689
N: 19.036 19.576 15.832  -0.303
N: 19.377 17.322 16.277  1.496
H: 19.466 20.469 15.950  0.284
H: 18.123 19.434 16.209  -0.106
H: 20.051 16.553 16.395  -0.262
H: 18.417 17.189 16.431  -0.623
C: 19.582 13.211 13.412  0.269
O: 20.566 12.908 12.797  -0.688
N: 19.218 14.485 13.623  0.693
N: 18.606 12.280 13.821  -0.221
H: 20.027 15.112 13.508  -0.076
H: 18.564 14.732 14.344  -0.398
H: 19.042 11.368 13.930  0.272
H: 18.006 12.471 14.610  0.017
C: 11.082 14.418 10.273  0.538
O: 12.019 15.037 9.787  -0.622
N: 11.084 13.575 11.308  -0.299
N: 9.828 14.337 9.569  -0.705
H: 10.329 12.891 11.259  0.253
H: 12.016 13.298 11.598  0.362
H: 9.060 14.183 10.245  0.232
H: 9.648 15.229 9.123  0.333
C: 10.397 22.031 13.191  -0.872
C: 9.547 20.880 13.780  0.410
C: 10.206 20.302 15.001  0.413
O: 10.351 21.398 15.950  -0.444
C: 11.264 21.260 17.046  -0.267
N: 8.180 21.433 14.006  -0.801
H: 10.670 22.756 14.039  0.266
H: 9.912 22.579 12.403  0.481
H: 11.321 21.582 12.863  -0.132
H: 9.511 20.054 13.049  0.203
H: 11.231 19.988 14.720  -0.623
H: 9.752 19.407 15.470  0.453
H: 12.028 20.556 16.757  -0.169
H: 10.767 20.887 17.908  0.373
H: 11.675 22.282 17.162  0.142
H: 7.704 21.024 14.841  0.292
H: 8.267 22.373 14.306  0.339
C: 13.751 21.525 13.449  -0.835
C: 15.033 21.685 14.257  0.500
C: 15.270 23.127 14.737  -1.473
O: 14.320 23.341 15.786  -0.064
C: 14.411 24.665 16.240  -0.952
N: 15.087 20.657 15.286  0.031
H: 13.586 22.091 12.524  0.679
H: 12.873 21.513 14.092  -0.148
H: 13.796 20.487 13.067  -0.008
H: 15.902 21.607 13.586  0.253
H: 15.095 23.805 13.885  0.511
H: 16.308 23.336 14.920  0.576
H: 13.521 24.899 16.817  0.249
H: 14.503 25.363 15.366  0.304
H: 15.286 24.774 16.919  0.317
H: 15.381 19.739 14.983  -0.271
H: 14.268 20.627 15.875  -0.087
C: 14.687 17.320 7.251  -1.506
C: 15.130 18.619 7.915  2.668
C: 16.412 18.380 8.593  -0.116
O: 17.086 19.504 9.090  -0.487
C: 16.444 20.105 10.246  -0.380
N: 15.144 19.674 6.989  -0.756
H: 13.840 17.545 6.556  0.352
H: 14.259 16.611 8.025  0.138
H: 15.423 16.704 6.744  0.372
H: 14.268 18.744 8.641  -1.250
H: 17.094 17.897 7.873  0.039
H: 16.329 17.584 9.360  -0.288
H: 15.380 20.184 10.111  0.035
H: 16.920 21.013 10.439  0.429
H: 16.529 19.480 11.170  0.126
H: 14.256 20.133 6.908  0.323
H: 15.854 20.341 7.213  0.286
C: 21.096 17.017 9.751  -1.274
C: 20.129 15.907 9.455  0.392
C: 18.975 15.934 10.484  0.332
O: 18.009 14.899 10.100  0.083
C: 18.619 13.671 9.624  -1.045
N: 19.688 15.963 8.112  -0.686
H: 21.408 17.069 10.814  -0.079
H: 20.534 17.939 9.391  0.410
H: 22.016 16.982 9.096  0.303
H: 20.551 14.867 9.679  0.381
H: 18.423 16.873 10.459  0.031
H: 19.422 15.676 11.430  -0.635
H: 19.268 13.261 10.389  0.270
H: 19.044 13.727 8.636  0.538
H: 17.774 12.907 9.707  0.064
H: 19.684 16.950 7.847  0.374
H: 18.698 15.678 8.023  0.313
C: 12.701 17.195 17.784  -0.440
C: 11.288 16.926 17.172  0.486
C: 11.338 16.544 15.625  -0.311
O: 11.776 17.692 14.912  0.854
C: 11.617 17.539 13.531  -1.373
N: 10.654 15.881 17.973  -0.735
H: 13.153 17.977 17.213  -0.418
H: 13.301 16.299 17.600  -0.173
H: 12.727 17.401 18.803  0.627
H: 10.720 17.821 17.331  0.242
H: 10.314 16.392 15.239  0.531
H: 12.032 15.734 15.481  -0.641
H: 12.043 16.639 13.137  0.561
H: 12.047 18.314 12.945  -0.186
H: 10.563 17.493 13.244  0.394
H: 11.288 15.063 18.000  0.201
H: 9.741 15.652 17.636  0.295
C: 25.987 20.714 13.352  -1.516
C: 24.741 20.558 14.119  0.111
C: 23.488 20.922 13.287  -0.348
O: 23.411 22.363 13.230  -0.410
C: 22.416 22.790 12.302  -0.766
N: 24.528 19.102 14.451  -0.449
H: 26.357 21.735 13.369  0.357
H: 25.876 20.247 12.340  0.281
H: 26.681 20.107 13.902  0.434
H: 24.782 21.177 14.991  0.531
H: 22.615 20.529 13.820  0.294
H: 23.592 20.571 12.229  0.299
H: 22.684 22.564 11.265  0.313
H: 22.338 23.889 12.322  0.288
H: 21.408 22.478 12.529  0.289
H: 25.379 18.640 14.648  0.216
H: 24.058 19.006 15.316  0.100

Forces on atoms 1 to 3 (eV/Å):
0.6 -1.2 -1.6
-0.5 1.0 0.8
-0.1 0.1 0.2

The charge is -1. The calculation puts the HOMO energy at -7.05 eV. The multiplicity is 1. The value obtained for the frontier orbital gap is 8.626 eV.

=====

(2)
The following is a DFT calculation (ωB97M-V/def2-TZVPD) of a structure of composition C31H46NO2V in a non-equilibrium geometry.

Each line ends with the Mulliken charge.
Element x y z (Å)
O: -0.518 -0.096 -1.886  -0.108
C: -1.959 0.042 -1.696  -0.804
C: -2.235 -0.057 -3.178  -0.473
H: -2.180 1.005 -1.232  0.300
H: -2.355 -0.772 -1.083  0.284
C: -0.700 -0.103 -3.328  1.454
H: -2.722 0.816 -3.608  0.054
H: -2.712 -0.988 -3.480  0.407
C: -0.106 1.149 -3.939  -1.683
H: -0.374 2.035 -3.351  0.382
H: -0.483 1.276 -4.963  0.468
H: 0.987 1.078 -3.994  0.289
C: -0.131 -1.363 -3.933  -1.458
H: -0.642 -2.251 -3.546  0.351
H: 0.942 -1.448 -3.714  0.079
H: -0.253 -1.341 -5.023  0.499
V: 1.501 -0.899 0.250  0.860
C: 1.821 -3.072 0.307  -1.036
C: 0.833 -2.849 1.331  -0.113
C: -0.389 -2.474 0.681  -1.597
H: 0.978 -3.051 2.393  0.601
C: -0.197 -2.592 -0.730  0.140
C: 1.173 -2.895 -0.965  -0.816
H: 1.612 -3.130 -1.933  0.508
H: 2.844 -3.405 0.474  0.649
H: -1.343 -2.284 1.176  0.587
H: -0.993 -2.662 -1.462  0.845
C: 3.577 -0.167 0.242  -0.391
C: 3.343 -0.876 -0.986  -1.202
C: 2.462 -0.088 -1.792  0.008
H: 3.837 -1.790 -1.303  0.518
C: 2.083 1.068 -1.044  -0.822
C: 2.801 1.040 0.203  -0.574
H: 2.875 1.852 0.922  0.616
H: 4.324 -0.417 1.001  0.575
H: 2.299 -0.241 -2.853  0.832
H: 1.501 1.911 -1.421  0.357
O: -4.835 2.242 -3.736  -0.343
C: -4.941 1.912 -5.139  -0.376
C: -6.197 2.580 -5.727  -0.591
H: -5.016 0.811 -5.236  0.265
H: -4.007 2.221 -5.639  0.282
C: -7.082 2.785 -4.490  -0.504
H: -6.659 1.974 -6.501  0.333
H: -5.920 3.553 -6.144  0.272
C: -6.043 2.961 -3.369  -0.504
H: -7.665 1.876 -4.308  0.269
H: -7.759 3.629 -4.576  0.330
H: -6.389 2.595 -2.390  0.277
H: -5.808 4.038 -3.258  0.263
C: 2.998 0.454 6.883  -1.809
C: 3.014 -0.236 5.552  0.285
C: 3.918 -1.274 5.340  -0.650
C: 3.944 -1.944 4.117  0.560
C: 4.881 -3.093 3.924  -1.689
C: 3.112 -1.538 3.080  -0.317
C: 2.159 -0.501 3.247  1.085
C: 2.140 0.122 4.525  -0.934
N: 1.291 -0.186 2.197  1.687
C: 0.147 0.724 2.455  1.251
C: -0.743 0.152 3.565  -1.543
C: 0.599 2.156 2.784  -1.691
C: -0.692 0.830 1.185  -2.397
H: 2.750 -0.238 7.698  0.341
H: 3.981 0.880 7.123  0.346
H: 2.273 1.271 6.929  0.364
H: 4.607 -1.581 6.133  0.367
H: 5.919 -2.769 4.070  0.332
H: 4.677 -3.889 4.653  0.333
H: 4.795 -3.526 2.922  0.314
H: 3.217 -2.077 2.132  -0.138
H: 1.420 0.907 4.758  0.205
H: -0.231 0.033 4.521  0.367
H: -1.610 0.804 3.729  0.476
H: -1.116 -0.841 3.298  0.242
H: 0.987 2.663 1.895  0.345
H: -0.259 2.732 3.151  0.433
H: 1.398 2.224 3.525  0.366
H: -0.109 1.242 0.348  0.102
H: -1.106 -0.144 0.898  0.148
H: -1.542 1.506 1.342  0.660

Forces on atoms 1 to 3 (eV/Å):
-0.9 0.2 0.0
0.5 0.0 0.6
0.3 0.0 -0.3

The calculation puts the HOMO energy (spin up / spin down) at -6.20 / -6.27 eV. The multiplicity is 3. Its expectation value of S² is 2.032. The value obtained for the frontier orbital gap (spin up / spin down) is 6.767 / 6.826 eV.

=====

(3)
The following is a DFT calculation (ωB97M-V/def2-TZVPD) of the molecule C4H4O2.

Each line ends with the Mulliken charge.
Element x y z (Å)
C: -1.433 -0.090 -2.127  0.262
C: -0.779 0.243 -1.171  -0.383
C: -0.084 0.579 0.061  0.278
O: -0.216 1.657 0.606  -0.542
C: 0.797 -0.489 0.687  -0.428
O: 0.958 -0.249 2.051  -0.505
H: -2.026 -0.373 -2.969  0.403
H: 0.360 -1.480 0.518  0.305
H: 1.762 -0.463 0.149  0.248
H: 0.661 0.665 2.196  0.362

Forces on atoms 1 to 3 (eV/Å):
0.3 0.1 0.4
-0.3 -0.1 -0.5
0.0 0.3 0.2

The calculation puts the HOMO energy at -10.63 eV. The multiplicity is 1. The relative energy (zero: lowest compared OMol25 entry of this formula, charge and spin) comes out at 1.836 eV. The value obtained for the frontier orbital gap is 10.533 eV. Its SMILES is C#CC(=O)CO.

=====

(4)
The following is a DFT calculation (ωB97M-V/def2-TZVPD) of the ion C5H12N with charge +1 in a non-equilibrium geometry.

Each line ends with the Mulliken charge.
Element x y z (Å)
C: -2.618 -0.111 -0.134  -0.727
C: -1.484 -0.201 0.441  -0.099
C: 0.051 0.421 -0.348  -0.142
C: 0.051 1.852 -0.073  -1.440
N: 1.258 -0.232 0.210  -0.210
C: 1.406 -1.688 0.023  -0.800
H: -3.487 -0.550 0.303  0.284
H: -2.662 0.308 -1.070  0.295
H: -1.530 -0.650 1.463  0.255
H: -0.078 0.158 -1.412  0.376
H: -0.738 2.187 -0.552  0.477
H: 0.139 2.143 0.950  0.447
H: 0.836 2.548 -0.628  0.353
H: 1.366 0.146 1.246  0.498
H: 2.144 0.179 -0.274  0.433
H: 0.685 -2.232 0.665  0.332
H: 1.292 -1.934 -1.092  0.308
H: 2.341 -2.057 0.501  0.361

Forces on atoms 1 to 3 (eV/Å):
-1.2 -0.4 -0.4
4.9 -0.2 1.4
-3.6 -2.2 1.3

The charge is +1. The calculation puts the HOMO energy at -14.35 eV. The multiplicity is 1. The relative energy (zero: lowest compared OMol25 entry of this formula, charge and spin) comes out at 3.263 eV. The value obtained for the frontier orbital gap is 10.874 eV. Its SMILES is C=C[C@@H](C)[NH2+]C.

=====

no.,energy (eV)
1,-147730.2300
2,-64163.8494
3,-8305.2413
4,-6860.2956